Entry 1:
11
Properties=species:S:1:pos:R:3 method="wB97M-V/def2-TZVPD" charge=-1 multiplicity=1 e_lumo_ev=4.6 largest_force_ev_per_a=1.08 smiles=CCC[O-]
O -1.473 1.636 0.010
C 0.443 0.182 0.367
C -0.388 1.128 -0.580
C 0.062 -1.268 0.296
H 0.455 -1.768 -0.592
H 0.356 1.890 -0.963
H -0.615 0.506 -1.479
H -1.020 -1.388 0.246
H 0.261 0.600 1.362
H 1.516 0.323 0.162
H 0.401 -1.842 1.171

***

Entry 2:
49
Properties=species:S:1:pos:R:3 method="wB97M-V/def2-TZVPD" multiplicity=1 e_lumo_ev=0.8 largest_force_ev_per_a=0.61 smiles=Oc1ccc(C[C@@H]2CNCCN2CC2CCCCC2)cc1
O -6.409 -0.941 -1.152
N 0.101 2.208 -0.811
N -0.319 -0.323 0.083
C -4.293 -1.582 -0.194
C 5.076 -0.160 0.186
C -0.643 0.771 0.979
C -3.188 -1.245 0.565
C -0.933 2.058 0.196
C -5.302 -0.652 -0.410
C -0.616 -0.086 -1.304
C -0.017 1.217 -1.874
C 2.689 0.588 0.420
C 0.816 -1.153 0.400
C 4.595 -1.496 -0.372
C 3.218 -1.842 0.184
C 4.068 0.938 -0.136
C -3.062 0.023 1.119
C -4.082 0.943 0.903
C -5.192 0.616 0.149
C -1.835 0.387 1.897
C 2.201 -0.745 -0.143
H -4.377 -2.574 -0.621
H -6.359 -1.851 -1.467
H 2.133 -0.659 -1.232
H 5.307 -2.285 -0.119
H 2.882 -2.796 -0.232
H -4.012 1.930 1.338
H -2.405 -1.970 0.722
H 0.595 -2.158 0.014
H -1.946 2.020 -0.236
H -2.042 1.229 2.560
H -0.269 -0.940 -1.887
H -0.659 1.560 -2.702
H 2.750 0.518 1.509
H 0.871 -1.230 1.489
H 0.987 1.050 -2.277
H 0.214 0.967 1.633
H 1.982 1.377 0.160
H -5.985 1.328 -0.019
H -1.708 -0.038 -1.406
H 0.099 3.144 -1.201
H 6.052 0.091 -0.234
H -1.523 -0.466 2.502
H 3.284 -1.958 1.269
H 4.000 1.060 -1.219
H -0.883 2.912 0.875
H 4.404 1.888 0.285
H 4.541 -1.433 -1.462
H 5.189 -0.241 1.270

***

Entry 3:
8
Properties=species:S:1:pos:R:3 method="wB97M-V/def2-TZVPD" multiplicity=1 e_lumo_ev=1.1 largest_force_ev_per_a=5.75 smiles="[H]/N=C/C(F)F"
F -1.428 1.146 -1.253
F 0.302 0.781 -2.574
N 0.807 -0.313 0.665
C -0.150 0.982 -1.250
C 0.260 -0.475 -0.442
H 0.012 -1.328 -1.004
H 0.412 1.830 -1.067
H 1.045 -1.068 1.290

***

Entry 4:
21
Properties=species:S:1:pos:R:3 method="wB97M-V/def2-TZVPD" charge=-2 multiplicity=1 e_lumo_ev=5.9 largest_force_ev_per_a=3.43 smiles="CCC(=O)O[S@](=O)([O-])=C(C)C(=O)[O-]"
S 1.463 0.938 -0.659
O 2.783 -2.342 -0.450
O 0.740 1.457 -1.855
O 2.768 1.545 -0.622
O 0.020 -0.060 2.307
O 0.588 1.504 0.683
O 2.823 -0.817 1.167
C 1.017 -0.756 -0.378
C 2.308 -1.338 0.166
C 0.375 -1.396 -1.595
C -0.114 0.294 1.126
C -1.540 0.250 0.421
C -2.465 1.148 1.258
H -2.835 0.557 2.152
H -1.343 0.655 -0.627
H -0.673 -1.458 -1.551
H 0.419 -0.789 -2.457
H -2.116 -0.769 0.425
H -3.250 1.695 0.725
H -1.794 1.965 1.679
H 0.827 -2.282 -1.916

***

Going through the records in order, we get HOMO-LUMO gap values of 0.242 0.314 0.412 0.226 Eh.
Going through the records in order, we get energy values of -193.7146 -887.4327 -332.4406 -1082.9843 a.u..